Record 1
{
  "formula": "C22H44BrN4O4",
  "method": "ωB97M-V/def2-TZVPD",
  "species": ["H", "N", "C", "C", "C", "C", "N", "O", "C", "C", "C", "C", "C", "C", "C", "N", "C", "O", "C", "C", "O", "C", "C", "N", "C", "C", "C", "O", "C", "C", "C", "Br", "H", "H", "H", "H", "H", "H", "H", "H", "H", "H", "H", "H", "H", "H", "H", "H", "H", "H", "H", "H", "H", "H", "H", "H", "H", "H", "H", "H", "H", "H", "H", "H", "H", "H", "H", "H", "H", "H", "H", "H", "H", "H", "H"],
  "positions_angstrom": [[2.139, -5.044, -1.987], [2.206, -4.748, -0.970], [0.929, -4.405, -0.508], [-0.287, -4.536, -1.599], [0.796, -3.963, 1.064], [0.115, -2.495, 1.323], [0.688, -1.264, 0.628], [0.298, -0.240, 1.410], [0.601, 1.070, 0.811], [-0.769, 1.965, 0.467], [-1.107, 2.786, 1.865], [-0.534, 3.091, -0.701], [-0.752, 2.536, -2.241], [-1.686, 4.286, -0.499], [-0.216, -1.207, -0.621], [0.198, -1.063, -1.923], [1.699, -0.922, -2.236], [2.110, 0.461, -2.527], [3.568, 0.638, -2.442], [4.037, 1.845, -1.400], [4.481, 1.328, -0.078], [4.528, 2.412, 0.925], [5.643, 3.577, 0.626], [-1.579, -1.405, 0.006], [-2.715, -1.628, -0.969], [-3.571, -0.228, -1.282], [-1.511, -2.304, 1.226], [-2.017, -3.711, 1.100], [-2.214, -1.841, 2.632], [-3.055, -0.436, 2.564], [-4.689, -0.779, 2.663], [-2.642, 0.534, 4.311], [0.018, -5.429, -2.330], [-0.446, -3.602, -2.286], [-1.329, -4.831, -1.155], [1.906, -3.907, 1.499], [0.274, -4.844, 1.630], [0.443, -2.280, 2.450], [1.357, 1.035, -0.091], [1.154, 1.699, 1.661], [-1.648, 1.271, 0.103], [-0.703, 2.088, 2.741], [-2.267, 2.938, 1.889], [-0.490, 3.795, 1.973], [0.539, 3.556, -0.614], [-1.920, 2.430, -2.455], [-0.292, 1.479, -2.445], [-0.265, 3.273, -3.032], [-1.307, 5.178, 0.159], [-2.725, 3.842, -0.172], [-1.848, 4.728, -1.596], [-0.505, -1.051, -2.701], [1.906, -1.567, -3.195], [2.390, -1.336, -1.388], [3.933, 0.992, -3.522], [4.151, -0.374, -2.240], [5.018, 2.312, -1.895], [3.263, 2.720, -1.315], [3.503, 2.943, 1.120], [4.838, 1.898, 1.949], [6.720, 3.167, 0.360], [5.771, 4.183, 1.643], [5.265, 4.389, -0.162], [-3.519, -2.403, -0.586], [-2.336, -2.017, -2.006], [-3.803, 0.348, -0.267], [-2.963, 0.469, -2.002], [-4.618, -0.571, -1.717], [-1.838, -4.220, 1.946], [-2.942, -2.685, 3.038], [-1.391, -1.710, 3.481], [-2.791, 0.262, 1.662], [-4.842, -1.684, 3.412], [-5.169, -0.958, 1.610], [-5.182, 0.161, 3.209]],
  "atomic_forces_ev_per_a": [[-0.1518, 0.4062, 1.4443], [-5.5302, 1.5078, 1.4649], [3.7941, -1.1620, -2.2618], [-0.2221, -1.0709, -0.2284], [1.0844, 0.0272, -1.3659], [0.5028, 0.4391, 3.1805], [0.3499, -3.2869, -3.8422], [-0.5284, 3.1473, 0.7597], [0.6213, 2.5591, 0.0442], [0.8725, 0.6439, 0.1531], [0.4100, -1.2969, 0.0384], [-0.8356, 0.1215, -0.3591], [-0.2419, -0.2150, -0.0637], [0.5665, 0.1806, -1.6962], [-2.1718, -1.1409, 2.0081], [-0.1251, 0.3126, 3.2133], [1.9591, -0.3282, -0.8733], [-0.0903, -1.7920, 1.0098], [1.5953, 0.8084, -0.5795], [1.4616, -0.0588, -0.7655], [-1.4960, 2.0500, -0.6032], [1.1588, 0.4205, 1.1639], [-0.1195, 0.7733, 0.6441], [1.2953, -1.7412, -3.6608], [-2.1695, 0.8569, -0.9873], [-0.0635, -0.5959, 0.7161], [1.8717, -2.1783, 2.2082], [0.2182, 1.0926, -0.6206], [0.2408, 1.2687, 0.6248], [-1.2534, -1.2936, 0.2370], [0.4859, 1.0784, 0.9116], [-0.1991, -0.4793, -1.2224], [-0.6176, 2.0220, 1.6255], [0.4936, -1.5895, 1.4948], [2.0738, 0.7197, -0.5742], [-2.4586, -0.0718, -1.1715], [0.6803, 1.9953, -1.0027], [-0.8407, -0.4056, -2.3934], [-1.5706, -0.4587, 1.6579], [-1.1046, -1.5441, -1.8312], [1.6864, 1.3414, 0.9659], [-1.4062, 1.5850, -1.6777], [2.3842, -0.0208, 0.4643], [-1.4814, -2.1133, -0.5604], [-1.9983, -0.8553, -0.0596], [2.4975, 0.4371, 0.4277], [-0.6212, 2.0106, 0.5644], [-1.1787, -1.4999, 1.7259], [-0.9690, -1.9339, -1.0390], [2.1796, 0.9270, -0.4422], [0.2697, -0.7895, 2.4372], [0.9294, 0.0310, 1.1055], [-0.7418, 1.0942, 1.7799], [-1.9399, 0.6215, -1.2261], [-0.9411, -0.7315, 2.3373], [-1.3078, 2.0877, -0.0630], [-2.1539, -0.9148, 0.8431], [1.0976, -1.8481, -0.1012], [1.6016, -1.1224, -0.7037], [-0.6925, 0.8815, -2.3405], [-2.4292, 0.6983, 0.3568], [-0.3149, -1.3206, -2.1337], [0.9311, -1.9855, 1.5355], [2.1396, 1.4360, -0.4387], [-0.5147, 0.4837, 2.0153], [0.5937, -1.2462, -2.2218], [-1.3988, -1.3116, 1.3560], [2.3381, 0.9213, 0.6161], [-0.2214, 1.3914, -1.3223], [1.5134, 1.7965, -1.2224], [-1.5877, -0.2986, -2.1278], [-0.3264, -1.3808, 1.9691], [0.3214, 1.8086, -1.8227], [0.9312, 0.2009, 2.0568], [0.8646, -2.1026, -1.5514]],
  "homo_ev": -12.206,
  "largest_force_ha_per_bohr": 0.1151,
  "total_charge": 1
}

Record 2
{
  "formula": "C22H44Cl2IN7O7P2",
  "method": "ωB97M-V/def2-TZVPD",
  "species": ["N", "C", "C", "C", "C", "C", "Cl", "C", "C", "N", "P", "O", "Cl", "P", "O", "I", "H", "H", "H", "H", "H", "H", "H", "H", "H", "C", "N", "C", "C", "O", "H", "H", "H", "H", "H", "H", "H", "C", "N", "C", "C", "O", "H", "H", "H", "H", "H", "H", "H", "C", "N", "C", "C", "O", "H", "H", "H", "H", "H", "H", "H", "C", "N", "C", "C", "O", "H", "H", "H", "H", "H", "H", "H", "C", "N", "C", "C", "O", "H", "H", "H", "H", "H", "H", "H"],
  "positions_angstrom": [[7.102, -5.166, 1.756], [6.628, -4.540, 0.916], [6.114, -3.820, -0.254], [5.077, -4.664, -1.010], [4.145, -3.851, -1.912], [3.034, -3.130, -1.154], [3.447, -1.433, -0.778], [7.294, -3.256, -1.124], [6.866, -2.107, -1.887], [6.488, -1.222, -2.519], [8.215, -4.439, -2.275], [7.140, -4.381, -3.514], [7.954, -6.290, -1.402], [8.626, -2.605, 0.111], [7.749, -1.384, 0.705], [10.292, -1.656, -1.442], [5.589, -2.948, 0.141], [5.524, -5.462, -1.589], [4.447, -5.149, -0.264], [3.636, -4.575, -2.551], [4.665, -3.175, -2.581], [2.758, -3.662, -0.249], [2.154, -3.083, -1.786], [7.677, -4.437, -4.316], [8.164, -0.497, 0.608], [-0.570, 2.099, -0.610], [-0.516, 0.856, -1.359], [-0.100, 0.656, -2.635], [0.382, 1.859, -3.410], [-0.122, -0.465, -3.121], [0.052, 2.024, 0.283], [-1.595, 2.300, -0.297], [-0.217, 2.928, -1.214], [-0.822, 0.014, -0.896], [0.678, 1.530, -4.401], [-0.412, 2.601, -3.508], [1.242, 2.315, -2.919], [-5.907, -0.524, -4.335], [-5.720, -0.048, -2.979], [-4.552, 0.175, -2.322], [-3.264, -0.092, -3.058], [-4.554, 0.582, -1.168], [-6.461, 0.212, -4.920], [-6.473, -1.457, -4.332], [-4.950, -0.700, -4.814], [-6.539, 0.152, -2.427], [-2.439, 0.129, -2.396], [-3.198, -1.139, -3.354], [-3.187, 0.544, -3.941], [-6.854, 3.259, 2.932], [-5.573, 2.865, 3.501], [-4.503, 2.311, 2.874], [-4.620, 2.060, 1.391], [-3.492, 2.031, 3.504], [-7.012, 4.328, 3.095], [-7.658, 2.710, 3.423], [-6.880, 3.058, 1.867], [-5.430, 3.006, 4.488], [-3.701, 1.613, 1.033], [-5.438, 1.374, 1.175], [-4.788, 2.995, 0.855], [6.648, 2.257, -2.892], [7.371, 1.674, -1.781], [7.224, 1.921, -0.465], [6.187, 2.933, -0.047], [7.913, 1.326, 0.359], [6.130, 1.471, -3.445], [7.342, 2.759, -3.568], [5.918, 2.979, -2.541], [8.074, 0.980, -1.987], [6.195, 3.007, 1.036], [6.412, 3.913, -0.469], [5.195, 2.619, -0.372], [-8.793, 1.255, 8.053], [-9.071, 1.882, 6.775], [-9.048, 1.319, 5.539], [-8.692, -0.145, 5.446], [-9.306, 1.986, 4.548], [-9.666, 1.328, 8.704], [-7.956, 1.755, 8.542], [-8.544, 0.208, 7.922], [-9.316, 2.859, 6.767], [-8.716, -0.438, 4.402], [-7.690, -0.325, 5.838], [-9.408, -0.754, 6.000]],
  "atomic_forces_ev_per_a": [[-0.3231, 0.2563, 0.0132], [0.4506, -0.5304, -0.0496], [-0.0976, 0.3660, -0.0700], [-0.3769, 0.2740, -0.1622], [-0.2935, -0.4017, 0.2429], [-0.0340, -0.0359, -0.6987], [0.0203, 0.0403, 0.3202], [0.1997, -0.2809, 0.5167], [-0.4034, -0.0913, -0.5099], [0.2657, 0.0062, 0.0918], [0.3650, 0.3559, -0.2972], [0.2291, -0.2918, 0.1367], [-0.1697, 0.1271, -0.0037], [-0.0243, -0.4376, 0.5726], [0.6398, -0.0730, -0.3493], [-0.1878, 0.3440, -0.0454], [0.0175, 0.1236, 0.0466], [0.2713, -0.0032, 0.0145], [0.0442, -0.1144, 0.1283], [0.0156, -0.0790, -0.1049], [0.0808, 0.1020, -0.0277], [0.0857, 0.1572, 0.2398], [-0.1304, 0.1568, 0.0069], [-0.3085, -0.0339, -0.1429], [-0.5199, 0.3977, 0.0189], [-0.1179, -0.2682, 0.1141], [0.1350, 0.1743, -0.0978], [0.2055, -0.2123, 0.1799], [-0.0154, -0.0506, -0.0736], [0.0201, 0.0912, -0.0951], [0.0224, 0.0908, -0.0029], [0.0122, 0.0892, -0.0120], [0.0080, -0.0048, -0.0272], [0.0458, 0.0087, 0.0576], [-0.0089, -0.0630, 0.0069], [0.0516, 0.0634, 0.0537], [-0.0483, 0.0785, 0.0177], [-0.2065, 0.0735, 0.2091], [0.0856, -0.0038, -0.0280], [0.1051, 0.0448, 0.0864], [-0.2205, -0.0322, -0.0019], [-0.0658, -0.0322, -0.0984], [0.0472, -0.0270, -0.0853], [0.0483, -0.0340, -0.0838], [0.0239, 0.0018, 0.0128], [-0.0106, -0.0069, -0.0053], [-0.1792, -0.0062, 0.0108], [0.0455, 0.0379, -0.1375], [0.0304, -0.1130, -0.0805], [0.1199, -0.0428, 0.3850], [0.0030, -0.0162, -0.1457], [0.0863, 0.0135, 0.0235], [0.0587, 0.0758, 0.2262], [0.0021, -0.0052, -0.0232], [-0.0662, 0.0096, -0.1218], [-0.0098, 0.1299, -0.2196], [0.0450, -0.0059, -0.0126], [-0.0149, -0.0007, 0.0080], [0.0136, -0.0396, 0.0393], [-0.0240, 0.0481, -0.1089], [-0.0944, -0.0461, -0.0581], [0.1026, -0.2367, -0.0744], [0.0912, 0.2473, 0.2243], [-0.1067, -0.0962, -0.4276], [0.0764, 0.0064, 0.1222], [0.1997, -0.2257, 0.3698], [-0.0443, 0.0275, 0.0120], [-0.0563, 0.0635, -0.0075], [0.0049, 0.0143, 0.0271], [-0.0826, -0.0926, -0.0617], [0.0384, -0.0391, 0.0091], [-0.0762, 0.0021, -0.0447], [-0.0015, 0.0477, -0.0496], [-0.0823, 0.2933, -0.0619], [0.0432, -0.1009, -0.0052], [-0.0340, 0.0142, -0.0392], [-0.0043, 0.0172, -0.0517], [-0.0833, -0.0839, 0.1017], [0.0208, -0.0874, 0.0446], [0.0316, -0.0860, 0.0435], [0.0040, -0.0122, -0.0192], [-0.0094, 0.0024, 0.0115], [-0.0146, 0.0551, -0.0250], [-0.0270, -0.0527, 0.0527], [0.0611, -0.0317, 0.0497]],
  "homo_ev": -8.888,
  "largest_force_ha_per_bohr": 0.0142
}

Record 3
{
  "formula": "C22H44NO11P2",
  "method": "ωB97M-V/def2-TZVPD",
  "species": ["C", "C", "C", "C", "O", "C", "C", "C", "C", "O", "O", "C", "C", "N", "H", "H", "H", "H", "H", "H", "H", "H", "H", "H", "H", "H", "H", "H", "O", "P", "O", "C", "C", "O", "C", "C", "O", "C", "C", "H", "H", "H", "H", "H", "H", "H", "H", "H", "H", "H", "H", "H", "H", "H", "O", "P", "O", "C", "C", "O", "C", "C", "O", "C", "C", "H", "H", "H", "H", "H", "H", "H", "H", "H", "H", "H", "H", "H", "H", "H"],
  "positions_angstrom": [[3.189, -0.293, 0.394], [2.958, 1.083, -0.429], [1.445, 1.625, -0.232], [0.520, 1.380, -1.554], [-0.663, 2.274, -1.579], [-1.421, 1.890, -0.421], [-2.313, 0.601, -0.607], [-3.120, 0.108, 0.624], [-3.986, -1.243, 0.420], [-3.933, -2.060, 1.370], [-4.723, -1.503, -0.786], [-3.036, 0.900, 1.963], [-2.159, 2.176, 2.004], [-1.393, 2.603, 0.826], [2.272, -0.646, 0.978], [3.491, -1.131, -0.332], [4.057, -0.120, 1.134], [3.651, 1.891, 0.011], [3.128, 0.897, -1.545], [1.371, 2.743, -0.004], [0.987, 1.036, 0.634], [1.160, 1.509, -2.510], [0.233, 0.267, -1.524], [-2.340, 0.076, -1.622], [-4.107, -1.423, -1.564], [-3.632, 0.498, 2.863], [-2.115, 2.785, 2.970], [-0.807, 3.446, 0.914], [3.815, 3.111, -8.197], [4.058, 2.032, -7.138], [2.702, 1.144, -7.496], [2.595, 0.522, -8.769], [3.402, -0.759, -8.832], [3.431, 2.894, -5.863], [3.366, 4.314, -5.923], [2.047, 4.780, -6.520], [4.403, 0.817, -5.974], [5.486, -0.082, -6.170], [6.675, 0.503, -6.902], [2.896, 1.210, -9.564], [1.537, 0.288, -8.920], [4.473, -0.538, -8.821], [3.184, -1.313, -9.747], [3.183, -1.401, -7.973], [4.220, 4.714, -6.476], [3.453, 4.696, -4.902], [1.765, 4.213, -7.408], [2.091, 5.840, -6.780], [1.238, 4.634, -5.795], [5.117, -0.976, -6.678], [5.809, -0.407, -5.176], [6.388, 0.938, -7.866], [7.422, -0.272, -7.087], [7.140, 1.295, -6.308], [-3.470, -3.623, 8.460], [-3.753, -2.526, 7.429], [-2.170, -2.110, 7.149], [-1.294, -3.062, 6.564], [-1.494, -3.153, 5.064], [-4.119, -1.337, 8.527], [-4.528, -1.682, 9.846], [-3.335, -1.787, 10.783], [-4.180, -1.363, 6.239], [-4.683, -1.774, 4.976], [-5.513, -3.040, 4.999], [-1.418, -4.043, 7.032], [-0.275, -2.725, 6.771], [-2.456, -3.617, 4.833], [-0.711, -3.759, 4.603], [-1.482, -2.158, 4.608], [-5.114, -2.605, 9.837], [-5.197, -0.895, 10.204], [-2.502, -2.337, 10.341], [-3.618, -2.273, 11.720], [-2.953, -0.786, 11.013], [-3.849, -1.867, 4.276], [-5.305, -0.953, 4.603], [-4.973, -3.874, 5.460], [-5.785, -3.331, 3.982], [-6.432, -2.887, 5.572]],
  "atomic_forces_ev_per_a": [[0.7234, 0.1470, -0.3169], [-0.8447, 0.0110, 0.7539], [-0.5879, -0.1658, -0.7324], [2.5197, -1.3094, 0.3905], [-0.9504, -1.3336, 3.8150], [-1.6625, -2.0827, -0.6005], [-0.0547, 2.1240, 4.1888], [1.8115, 2.5817, -1.7656], [0.5037, -2.3012, 2.5602], [-0.6837, 3.4053, -3.9262], [2.6408, 0.8713, 1.8393], [1.9832, 1.2678, -2.8369], [-1.5891, -3.2272, -1.6776], [-2.0205, -2.8135, -0.3795], [1.2255, 0.6047, -0.8233], [-0.4188, 1.2058, 1.2104], [-1.4373, -0.5105, -1.1231], [-0.9463, -1.3307, -1.1131], [0.0760, 0.5210, 1.6102], [0.4322, -1.4314, -0.2739], [0.5098, 0.9636, -1.0540], [-1.4752, 0.3666, 1.5020], [-0.0751, 1.6815, -0.2343], [0.1890, 1.0674, 1.6903], [-0.9005, 0.0807, 0.9191], [1.2146, 0.9959, -1.5060], [0.1870, -0.8011, -1.8516], [-0.3476, -0.5851, -0.2421], [4.1469, -1.5865, -0.3107], [-8.6894, 1.3868, 2.7641], [0.5630, -0.3953, -0.5532], [-0.3203, -0.1436, -0.2050], [0.1229, -0.0868, 0.0001], [1.3953, -0.5243, 0.1433], [-0.1502, 0.4207, -0.3148], [-0.2899, -0.0546, 0.1610], [2.9019, 1.4233, -1.7962], [0.2546, -0.7369, 0.2736], [0.0647, 0.1834, 0.2644], [-0.0222, 0.0354, 0.0566], [0.0479, 0.1256, 0.1144], [0.0301, -0.0506, -0.0614], [0.0341, 0.0504, 0.0285], [-0.0576, 0.0708, -0.1094], [-0.1902, -0.0646, -0.0471], [0.0224, -0.2476, 0.0428], [0.2706, 0.0686, -0.0204], [-0.0074, -0.0612, 0.0424], [0.0881, 0.0838, -0.0479], [-0.0011, 0.0342, -0.1140], [-0.0945, 0.0984, -0.0086], [-0.0505, -0.0908, -0.1320], [-0.0620, 0.1050, -0.0414], [-0.0318, -0.0621, -0.0648], [-2.4877, -1.4688, -3.3650], [4.9672, 5.6135, 5.3518], [-0.2240, -0.6493, -0.7006], [0.3853, 0.0063, 0.0375], [-0.0849, -0.0667, -0.1386], [-0.9079, -0.4615, -1.2251], [0.0887, -0.2942, 0.5397], [0.1926, 0.2943, 0.0679], [-1.7986, -3.0631, -0.0942], [-0.0067, 0.3014, -0.6162], [-0.2507, 0.1411, 0.0986], [-0.0213, 0.0449, 0.0314], [-0.1369, 0.0532, 0.1078], [0.0164, -0.0411, -0.0736], [-0.0530, -0.0062, 0.0324], [0.0606, -0.0628, 0.0839], [0.1962, 0.0527, 0.0019], [0.0728, 0.0856, -0.2549], [-0.2278, -0.1487, -0.0454], [0.0031, 0.0529, -0.0560], [-0.0898, -0.1130, 0.0303], [0.0720, -0.1727, -0.0285], [-0.0202, 0.0285, 0.1375], [0.1240, -0.0564, -0.0746], [0.0420, -0.0348, 0.1076], [0.0910, -0.0202, -0.0428]],
  "homo_ev": -11.424,
  "largest_force_ha_per_bohr": 0.1794,
  "total_charge": 1
}

Calculated lowest unoccupied orbital energy in order - -3.962, 0.125, -5.374 eV
Calculated E_tot in order - -3957.9044, -3675.5847, -2429.2740 hartree
Calculated frontier orbital gap in order - 8.244, 9.013, 6.050 eV